1.
Below is a molecular structure, C34H52MnN2OP at a distorted geometry, with properties calculated with wB97M-V/def2-TZVPD.

```
91
Properties=species:S:1:pos:R:3
C 2.56885 0.02404 0.34493
C 2.48902 -1.10007 -0.55170
C 1.83183 -0.66139 -1.73835
H 2.94901 -2.07781 -0.40554
C 1.44741 0.70827 -1.56232
C 1.92991 1.14087 -0.29598
H 0.99296 1.35706 -2.30472
C -0.46626 -2.35656 0.32541
C 0.25512 -3.39211 -0.35404
C 0.01696 -3.28733 -1.74423
H 0.81228 -4.17491 0.14583
C -0.83865 -2.18834 -1.98345
C -1.14449 -1.55614 -0.71352
H 1.74033 -1.20934 -2.67108
H 1.91045 2.18201 0.01646
H 3.15456 0.06971 1.26032
H -1.95623 -0.84446 -0.52186
H 0.36941 -3.98025 -2.51198
H -0.80569 -2.41449 1.35561
Mn 0.51536 -0.49880 -0.04867
C -1.40707 -1.67735 -3.27940
C -2.94247 -1.81210 -3.26512
C -0.89212 -2.40998 -4.52295
H -3.19093 -2.87372 -3.10711
H -3.35329 -1.49355 -4.23631
H -3.40450 -1.21198 -2.47208
H -1.18525 -3.46873 -4.48333
H 0.19980 -2.34731 -4.64089
H -1.36061 -1.94807 -5.40605
C -0.89285 -0.20205 -3.34037
C -1.80593 0.84364 -3.91893
H 0.07828 -0.17360 -3.84568
H -0.73135 0.21034 -2.32342
O -2.85437 1.13500 -3.32828
N -1.32653 1.45945 -5.08984
C -0.10194 2.28204 -4.93796
H -2.07363 1.96427 -5.56865
C 1.19751 1.52982 -5.16607
C 2.38973 2.09163 -4.68987
H 2.34596 3.06185 -4.18942
C 3.59722 1.41095 -4.84076
H 4.51290 1.86068 -4.45672
C 3.63637 0.17657 -5.49530
H 4.58413 -0.34825 -5.62390
C 2.45489 -0.36898 -6.01016
H 2.46743 -1.32082 -6.54028
C 1.24098 0.32432 -5.88155
H 0.31817 -0.06626 -6.32519
H -0.08715 2.74006 -3.92868
H -0.15914 3.11491 -5.65439
C -2.86109 0.84408 2.02081
C -2.17484 0.18631 3.22620
C -2.71547 0.79118 4.53480
C -2.52824 -1.30422 3.19905
P -0.31970 0.40960 3.06557
N 0.01701 0.09665 1.50757
C 0.15646 2.18149 3.46385
C 0.18995 2.43090 4.99152
C 1.52993 2.49824 2.87363
C -0.82970 3.16436 2.80647
C 0.68256 -0.83399 4.09341
C 2.15407 -0.39502 4.13359
C 0.11709 -0.92916 5.52910
C 0.66263 -2.22732 3.44816
H -3.92756 0.58453 2.04875
H -2.43091 0.47823 1.08243
H -2.79515 1.93357 2.03359
H -3.78545 0.54046 4.59706
H -2.23435 0.37048 5.42876
H -2.65082 1.88483 4.55855
H -2.23906 -1.76145 2.24222
H -2.09749 -1.87306 4.03710
H -3.62504 -1.39270 3.28910
H 1.00722 1.89389 5.49181
H 0.37293 3.50571 5.15585
H -0.76006 2.19270 5.49059
H 1.51309 2.35544 1.79237
H 1.75935 3.55300 3.08446
H 2.33786 1.89327 3.29032
H -0.93043 2.97062 1.73050
H -1.81739 3.17827 3.28204
H -0.42415 4.18135 2.91990
H 2.73343 -1.19758 4.61766
H 2.31145 0.51223 4.72921
H 2.54973 -0.26168 3.11542
H -0.88878 -1.37319 5.55887
H 0.78078 -1.59296 6.10829
H 0.10346 0.04242 6.04510
H -0.33589 -2.67807 3.44098
H 1.05374 -2.18318 2.42384
H 1.31244 -2.89303 4.03906
```

Output
Multiplicity: 4
Energy: -81730.584 eV
Net charge: +1
ΔE to the lowest compared entry with this formula, charge and spin: 0.00 kcal/mol
Kohn-Sham gap (spin up / spin down): 5.532 / 7.694 eV
<S²>: 4.231

Here are the Löwdin charges for atoms 1 to 2, given in e: -0.11, -0.12

---

2.
Below is 7 unconnected molecules or ions with the total composition C34H53BrClF3N6O4S at a distorted geometry, with properties calculated with wB97M-V/def2-TZVPD.

```
103
Properties=species:S:1:pos:R:3
C 2.95569 -0.84551 0.20111
C 1.98359 -0.23726 -0.64947
C 0.66627 -0.12238 -1.67113
C 0.88160 -1.05785 -3.00017
C -0.02791 -2.42134 -3.04642
C 0.39182 -3.57048 -1.94785
C -0.63490 -3.94537 -0.72114
C -0.87789 -2.74549 0.36902
C -2.35643 -2.03987 0.31153
F -2.67414 -1.34407 -0.95653
F -2.35871 -0.96872 1.37731
F -3.49345 -2.93179 0.63546
O 1.83590 -3.33882 -1.62489
S 2.82105 -4.05657 -2.81647
O 3.62171 -3.17799 -3.80683
O 3.92354 -4.97214 -2.21975
O 1.66891 -4.79496 -3.88768
C 0.51552 -4.91514 -2.93489
Cl 0.96999 -6.54457 -2.09383
Br -1.26033 -5.44308 -3.77937
H 3.75708 -1.23738 0.97612
H -0.33173 -0.31359 -1.08608
H 0.62395 1.00831 -2.03102
H 2.03250 -1.21952 -3.13517
H 0.53328 -0.39680 -3.93090
H 0.00160 -2.80799 -4.17559
H -1.15721 -2.06948 -2.88620
H -1.69473 -4.34445 -1.08770
H -0.16659 -4.85832 -0.11093
H 0.01911 -1.96057 0.32778
H -0.78907 -3.23877 1.45238
C -3.43793 1.73866 -2.79771
C -3.61324 3.23062 -3.06247
C -2.33286 3.90002 -3.56582
C -1.23511 3.75692 -2.52430
N -0.32436 3.63818 -1.66029
H -2.70112 1.55164 -2.01015
H -4.38400 1.29758 -2.46803
H -3.11480 1.21457 -3.70442
H -3.94927 3.71758 -2.13881
H -4.40581 3.36889 -3.80609
H -2.51397 4.96363 -3.75351
H -2.00196 3.44123 -4.50384
C 6.65809 2.24069 2.08887
C 5.98415 2.01387 3.43836
C 6.27553 0.63074 4.02390
C 5.76102 -0.44471 3.08104
N 5.33423 -1.33696 2.29884
H 6.29404 1.53866 1.33207
H 6.44598 3.25044 1.72322
H 7.74534 2.12841 2.16946
H 4.90178 2.14775 3.32113
H 6.32913 2.78022 4.14117
H 5.78235 0.52283 4.99572
H 7.35224 0.49487 4.17259
C -1.89822 -9.53178 -7.67318
C -0.85499 -9.22001 -6.60489
C -1.36246 -9.47745 -5.18468
C -2.56816 -8.59595 -4.90264
N -3.56846 -7.86470 -4.66862
H -2.78071 -8.89164 -7.57549
H -1.48261 -9.36096 -8.67137
H -2.22155 -10.57725 -7.61257
H -0.54659 -8.17218 -6.70555
H 0.03309 -9.83575 -6.78498
H -0.57476 -9.25254 -4.45787
H -1.64739 -10.52803 -5.06240
C 0.81716 2.86917 5.04771
C 1.85237 3.59871 5.89793
C 2.27092 4.94399 5.30139
C 2.89098 4.72715 3.93069
N 3.40535 4.54731 2.79352
H 1.21021 2.62098 4.05674
H 0.52712 1.92844 5.52644
H -0.08462 3.47860 4.91883
H 2.73209 2.95423 6.01596
H 1.43779 3.76406 6.89845
H 3.00234 5.43276 5.95364
H 1.40516 5.60802 5.20455
C 3.53980 2.77075 10.92358
C 4.32843 4.04155 10.62374
C 3.44916 5.29315 10.58904
C 2.39803 5.15212 9.50021
N 1.52595 5.03515 8.59695
H 2.79617 2.56382 10.14749
H 4.21195 1.90784 10.96695
H 3.02175 2.84841 11.88629
H 4.84253 3.92127 9.66227
H 5.10215 4.16853 11.38891
H 4.06224 6.17725 10.38458
H 2.95156 5.44069 11.55365
C -8.15838 4.85595 -6.20042
C -7.99121 3.34205 -6.11727
C -8.35327 2.77815 -4.74187
C -7.44819 3.38654 -3.68309
N -6.69739 3.89127 -2.80467
H -7.49112 5.37519 -5.50524
H -7.91659 5.21013 -7.20758
H -9.18964 5.14986 -5.97383
H -6.95330 3.08589 -6.36292
H -8.62698 2.87210 -6.87568
H -8.23027 1.68996 -4.73788
H -9.39690 3.00280 -4.49646
```

Output
Energy: -154784.409 eV
Kohn-Sham gap: 8.439 eV
SMILES: C#CCCC[C@]1(CCC(F)(F)F)OS(=O)(=O)O[C@]1(Cl)Br.CCCC#N.CCCC#N.CCCC#N.CCCC#N.CCCC#N.CCCC#N

Here are the Löwdin charges for atoms 1 to 2, given in e: 0.06, -0.07

---

3.
Below is a molecular structure, C34H53N3O3PtS2Sb, with properties calculated with wB97M-V/def2-TZVPD.

```
97
Properties=species:S:1:pos:R:3
Pt -0.23789 -0.02187 0.34671
O 4.48225 3.80294 0.97441
C 4.10241 4.83794 0.20970
C 4.95334 5.94206 0.11055
C 4.60269 7.02380 -0.67344
C 3.39915 7.02787 -1.37329
C 2.55370 5.93685 -1.27218
C 2.87975 4.83255 -0.48728
C 1.96677 3.64782 -0.36859
O 2.33659 2.67759 0.34036
N 0.82537 3.76496 -1.05484
N 0.00144 2.70322 -0.87979
C -1.04116 2.72437 -1.58101
S -1.49709 4.01640 -2.70964
C -3.00058 3.19153 -3.32820
C -2.90460 1.69763 -3.07696
S -2.31902 1.48584 -1.37406
H 3.73021 3.13641 0.86599
H 5.88498 5.91917 0.66161
H 5.27438 7.87177 -0.74322
H 3.12510 7.87551 -1.98839
H 1.61131 5.91029 -1.80215
H -3.05425 3.37786 -4.40026
H -3.89096 3.61682 -2.86547
H -2.18016 1.21228 -3.72972
H -3.86771 1.19386 -3.15329
C -3.57090 -5.15298 0.18033
C -2.13086 -4.70539 0.28630
C -1.12602 -5.44400 -0.56523
O -1.79809 -3.77984 0.98389
H -3.66012 -6.21368 0.42252
H -3.90885 -5.01897 -0.84982
H -4.19102 -4.56058 0.84903
H -1.20178 -6.52235 -0.41022
H -0.12182 -5.09503 -0.33354
H -1.34402 -5.23999 -1.61576
C 1.56335 -3.21429 2.07542
C 1.36310 -2.16068 3.16159
C 0.04926 -2.39979 3.89948
Sb 1.30552 -0.22530 2.19627
C 3.40700 0.02166 1.71430
C 3.60017 -0.26546 0.22755
C 4.37422 -0.77856 2.57428
C 1.06594 1.08792 3.89947
C 2.28251 1.18334 4.81064
C 0.60418 2.46293 3.42305
H 1.55282 -4.22275 2.50623
H 2.51059 -3.08444 1.54488
H 0.75459 -3.15027 1.34263
H 2.20366 -2.16884 3.86107
H -0.80053 -2.23861 3.23067
H -0.06158 -1.74206 4.76463
H -0.01104 -3.43438 4.25728
H 3.56376 1.09267 1.86365
H 3.41692 -1.31996 -0.00394
H 4.62653 -0.03192 -0.07784
H 2.91325 0.33143 -0.37408
H 4.24648 -1.85210 2.40937
H 4.24803 -0.59082 3.64214
H 5.40939 -0.53274 2.31310
H 0.24931 0.60994 4.45195
H 3.13983 1.60363 4.27865
H 2.57685 0.20974 5.21046
H 2.07422 1.84272 5.66077
H 1.43730 3.01913 2.98756
H 0.20514 3.04750 4.25905
H -0.16144 2.38634 2.64830
C 0.84446 -2.29834 -2.13273
C -0.02940 -1.59059 -3.17349
C 0.47854 -0.17207 -3.44482
C -1.50782 -1.77176 -2.84398
C -2.16129 -2.78368 -3.53616
C -3.48114 -3.11460 -3.27228
C -4.12507 -2.46177 -2.24081
C -3.51594 -1.45087 -1.49302
C -4.36509 -0.94165 -0.32592
C -3.64010 -0.64357 0.98408
C -5.34892 0.17835 -0.71889
C -2.21267 -1.04677 -1.85153
N -1.54205 0.08278 -1.31558
H 1.89346 -2.24907 -2.43470
H 0.56204 -3.35199 -2.03348
H 0.74071 -1.82695 -1.14686
H 0.10252 -2.13879 -4.11374
H 0.50813 0.43109 -2.54071
H -0.13750 0.33126 -4.19469
H 1.49340 -0.23305 -3.84687
H -1.61781 -3.31659 -4.30902
H -3.98426 -3.89031 -3.83705
H -5.13989 -2.74855 -1.98186
H -4.99812 -1.80639 -0.10124
H -2.97320 0.21482 0.93370
H -3.02554 -1.49125 1.28725
H -4.38481 -0.44391 1.76009
H -4.91279 1.16922 -0.58528
H -6.23803 0.12847 -0.08709
H -5.67365 0.07792 -1.75692
```

Output
Energy: -78185.359 eV
Net charge: -1
ΔE to the lowest compared entry with this formula, charge and spin: 28.43 kcal/mol
Kohn-Sham gap: 5.826 eV

Here are the Löwdin charges for atoms 1 to 2, given in e: 0.21, 0.03

---

Which value of energy does entry 2 give? -154784.409 eV

---

Which of these has the lowest energy? C34H53BrClF3N6O4S

---

energy of number 2 (C34H53BrClF3N6O4S)? -154784.409 eV

---

Among the records above, which one has the highest energy? C34H53N3O3PtS2Sb